[1]
{
  "formula": "C5H8O",
  "method": "ωB97M-V/def2-TZVPD",
  "homo_energy_ev": [-9.366, -9.366],
  "total_charge": 0,
  "relative_energy_kcal_mol": 142.4,
  "e_tot_ha": -270.330987,
  "spin_multiplicity": 1,
  "e_lumo_ha": [-0.035, -0.035],
  "gap_ev": [8.414, 8.415],
  "elements": ["O", "C", "C", "C", "C", "C", "H", "H", "H", "H", "H", "H", "H", "H"],
  "coordinates": [[-2.395, -1.839, 0.220], [-1.217, -1.752, -0.106], [-0.473, -0.522, -0.171], [-0.783, 0.943, 0.058], [0.638, 1.246, -0.507], [0.850, -0.254, -0.587], [-0.640, -2.666, -0.388], [0.958, -0.199, 2.167], [-1.616, 1.346, -0.528], [-0.935, 1.251, 1.100], [0.637, 1.720, -1.495], [1.337, 1.794, 0.135], [1.550, -0.858, -1.163], [2.089, -0.209, 1.266]]
}

=====

[2]
{
  "formula": "C9H11F3NO2",
  "method": "ωB97M-V/def2-TZVPD",
  "homo_energy_ev": -13.826,
  "total_charge": 1,
  "relative_energy_kcal_mol": 67.9,
  "e_tot_ha": -854.008097,
  "spin_multiplicity": 1,
  "e_lumo_ha": -0.245,
  "gap_ev": 7.163,
  "elements": ["C", "C", "C", "C", "C", "C", "C", "C", "C", "N", "O", "O", "F", "F", "F", "H", "H", "H", "H", "H", "H", "H", "H", "H", "H", "H"],
  "coordinates": [[1.349, 0.122, -1.198], [-0.630, -0.716, 0.466], [0.361, -0.509, -1.804], [-0.625, -1.064, -0.878], [1.367, 0.644, 0.184], [0.345, 0.157, 1.089], [0.447, -0.930, -3.181], [-0.909, 0.470, 3.117], [-1.512, -2.167, -1.285], [2.202, 1.486, 0.661], [0.144, 2.845, 1.917], [0.292, 0.625, 2.302], [-2.094, -2.717, -0.274], [-2.417, -1.729, -2.123], [-0.943, -3.241, -1.855], [2.221, 0.612, -1.787], [-1.309, -1.164, 1.111], [-0.543, -0.835, -3.567], [1.116, -0.150, -3.695], [0.797, -1.959, -3.111], [-1.440, -0.438, 3.199], [-0.595, 0.599, 4.135], [-1.500, 1.268, 2.794], [2.934, 2.028, 0.229], [-0.064, 3.580, 1.255], [1.009, 3.185, 2.300]]
}

=====

[3]
{
  "formula": "C7H16Cl2Si",
  "method": "ωB97M-V/def2-TZVPD",
  "homo_energy_ev": -10.032,
  "total_charge": 0,
  "relative_energy_kcal_mol": 32.1,
  "e_tot_ha": -1486.197710,
  "spin_multiplicity": 1,
  "e_lumo_ha": -0.038,
  "gap_ev": 9.004,
  "elements": ["C", "C", "C", "C", "C", "C", "C", "Si", "Cl", "Cl", "H", "H", "H", "H", "H", "H", "H", "H", "H", "H", "H", "H", "H", "H", "H", "H"],
  "coordinates": [[-2.518, -0.112, 0.160], [0.151, -0.379, -2.877], [0.940, 1.018, 2.660], [2.649, -1.069, 0.909], [-1.365, 0.725, -0.418], [0.265, -0.926, -1.457], [-0.130, -0.100, -0.305], [1.003, -0.236, 1.221], [1.688, 1.641, -0.729], [-0.163, -1.770, 2.248], [-2.224, -0.752, 1.002], [-2.829, -0.815, -0.573], [-3.338, 0.644, 0.236], [0.434, 0.609, -2.941], [0.775, -0.977, -3.424], [-0.906, -0.454, -3.309], [0.032, 1.688, 2.474], [0.807, 0.531, 3.591], [1.763, 1.671, 2.726], [3.287, -0.592, 1.693], [2.817, -2.097, 1.052], [3.211, -1.008, -0.032], [-1.732, 1.121, -1.412], [-1.180, 1.662, 0.145], [-0.293, -1.842, -1.342], [1.353, -1.192, -1.242]]
}

=====

[4]
{
  "formula": "C9H11Br2ClO5",
  "method": "ωB97M-V/def2-TZVPD",
  "homo_energy_ev": -10.198,
  "total_charge": 0,
  "e_tot_ha": -6333.719208,
  "spin_multiplicity": 1,
  "e_lumo_ha": -0.023,
  "gap_ev": 9.570,
  "elements": ["C", "C", "O", "C", "C", "Br", "C", "O", "O", "C", "Br", "C", "C", "O", "Cl", "C", "O", "H", "H", "H", "H", "H", "H", "H", "H", "H", "H", "H"],
  "coordinates": [[2.584, -1.785, -0.654], [2.544, -0.117, -0.688], [1.677, 0.419, -1.758], [2.242, 0.555, 0.777], [0.663, 0.856, 1.095], [0.687, 1.173, 3.103], [-0.112, 2.098, 0.358], [-0.088, 3.432, 0.600], [-0.974, 1.461, -0.691], [-1.452, 0.106, -0.366], [-1.156, -1.404, -1.647], [-3.040, -0.094, 0.088], [-4.091, 0.384, -1.122], [-4.361, -0.398, -2.203], [-4.882, 2.062, -0.934], [-0.465, -0.315, 0.891], [-0.118, -1.730, 1.097], [1.741, -2.118, -1.428], [2.405, -2.223, 0.425], [3.611, -2.224, -1.029], [3.656, 0.199, -0.985], [2.131, 1.278, -2.063], [2.660, -0.093, 1.686], [2.847, 1.584, 0.802], [-3.274, -1.248, 0.263], [-3.290, 0.433, 1.120], [-1.185, -0.114, 1.822], [-0.961, -2.175, 1.442]]
}

=====

[5]
{
  "formula": "C2H2F2OS",
  "method": "ωB97M-V/def2-TZVPD",
  "homo_energy_ev": -10.285,
  "total_charge": 0,
  "relative_energy_kcal_mol": 44.1,
  "e_tot_ha": -750.485421,
  "spin_multiplicity": 1,
  "e_lumo_ha": -0.029,
  "gap_ev": 9.495,
  "elements": ["C", "C", "O", "F", "F", "S", "H", "H"],
  "coordinates": [[0.365, -0.016, -0.340], [-0.998, -0.316, 0.267], [2.762, 0.686, -0.278], [-1.810, -1.027, -0.472], [-1.659, 0.891, 0.490], [1.630, 0.411, 0.575], [0.455, -0.010, -1.614], [-0.745, -0.618, 1.372]]
}

=====

[6]
{
  "formula": "C32H43N7RbSSb2",
  "method": "ωB97M-V/def2-TZVPD",
  "homo_energy_ev": -9.711,
  "total_charge": 1,
  "relative_energy_kcal_mol": 14.4,
  "e_tot_ha": -2531.136859,
  "spin_multiplicity": 1,
  "e_lumo_ha": -0.077,
  "gap_ev": 7.613,
  "elements": ["Rb", "C", "N", "C", "C", "N", "C", "C", "C", "C", "C", "C", "N", "C", "N", "C", "C", "C", "C", "C", "C", "N", "H", "H", "H", "H", "H", "H", "H", "H", "H", "H", "H", "H", "H", "H", "H", "C", "Sb", "C", "C", "C", "C", "C", "C", "C", "C", "C", "Sb", "C", "C", "H", "H", "H", "H", "H", "H", "H", "H", "H", "H", "H", "H", "H", "H", "H", "H", "H", "H", "H", "H", "S", "C", "N", "C", "C", "C", "N", "H", "H", "H", "H", "H", "H", "H", "H"],
  "coordinates": [[-1.036, -0.322, -0.534], [-3.117, -3.289, 0.692], [-3.132, -2.505, -0.537], [-4.458, -2.264, -1.077], [-4.382, -1.339, -2.253], [-3.302, -0.730, -2.660], [-3.706, 0.010, -3.774], [-2.964, 0.840, -4.614], [-3.633, 1.463, -5.650], [-5.006, 1.264, -5.862], [-5.751, 0.435, -5.046], [-5.070, -0.180, -4.003], [-5.479, -1.056, -3.009], [-2.345, -2.623, 1.801], [-2.193, -1.334, 1.967], [-1.551, -1.204, 3.197], [-1.175, -0.052, 3.888], [-0.537, -0.212, 5.100], [-0.265, -1.488, 5.622], [-0.640, -2.637, 4.956], [-1.299, -2.463, 3.743], [-1.820, -3.357, 2.823], [-2.732, -4.302, 0.536], [-4.142, -3.415, 1.056], [-2.551, -2.929, -1.251], [-5.065, -1.795, -0.297], [-4.981, -3.184, -1.376], [-1.902, 0.982, -4.458], [-3.085, 2.111, -6.321], [-5.491, 1.766, -6.689], [-6.808, 0.279, -5.216], [-6.403, -1.433, -2.884], [-1.383, 0.931, 3.488], [-0.235, 0.661, 5.664], [0.245, -1.570, 6.572], [-0.432, -3.618, 5.360], [-1.807, -4.360, 2.891], [1.823, -0.513, 2.045], [2.246, -2.620, 1.839], [1.931, -2.928, -0.284], [4.421, -2.469, 1.673], [4.959, -1.109, 1.975], [5.194, -0.784, 3.314], [5.651, 0.462, 3.697], [5.900, 1.421, 2.725], [5.682, 1.112, 1.395], [5.201, -0.138, 0.991], [4.969, -0.362, -0.469], [3.074, 0.423, -1.225], [3.634, 0.166, -3.276], [3.651, 2.487, -1.133], [1.430, -0.363, 3.048], [1.088, -0.186, 1.312], [2.729, 0.077, 1.919], [1.662, -3.972, -0.440], [2.861, -2.732, -0.819], [1.162, -2.296, -0.725], [4.667, -2.819, 0.673], [4.815, -3.195, 2.384], [5.016, -1.542, 4.069], [5.828, 0.680, 4.742], [6.277, 2.398, 3.000], [5.898, 1.853, 0.634], [5.001, -1.414, -0.749], [5.730, 0.155, -1.056], [4.637, 0.559, -3.438], [2.931, 0.701, -3.912], [3.611, -0.891, -3.539], [4.679, 2.610, -1.472], [3.563, 2.864, -0.114], [2.989, 3.048, -1.792], [0.152, 1.918, -2.758], [-0.802, 2.742, -1.637], [-2.144, 2.576, -1.612], [-3.043, 3.394, -0.803], [-2.357, 3.734, 0.508], [-1.013, 4.378, 0.218], [-0.257, 3.528, -0.696], [-2.522, 2.100, -2.419], [-3.957, 2.824, -0.637], [-3.311, 4.308, -1.340], [-2.212, 2.824, 1.098], [-2.978, 4.410, 1.094], [-0.426, 4.497, 1.128], [-1.152, 5.370, -0.222], [0.743, 3.634, -0.763]]
}